DFT (ωB97M-V/def2-TZVPD) results for 2 unconnected molecules or ions with the total composition C2Cl2F3NO at a distorted geometry.

Calculated values
- energy relative to the best compared isomer or geometry (same formula, charge and spin) (kcal/mol) = 45.98
- orbital gap (spin up / spin down) (eV) = 8.886 / 7.863
- E_tot (eV) = -38805.203

Last column: Mulliken charge in e.
Atoms and positions in Å:
Cl 0.32808 -0.69168 -1.67771  -0.1007
F 1.56689 -1.15173 1.12306  -0.2299
O -2.16968 0.23938 -1.66799  -0.1117
Cl 1.69259 1.52668 -0.43927  -0.1386
C 0.45043 -0.39175 0.92820  0.7982
N -2.05332 0.86365 -0.73657  0.2308
C 0.48523 0.37216 -0.35039  0.0042
F 0.23384 0.47316 1.95616  -0.2343
F -0.53405 -1.23989 0.86451  -0.2180

DFT (ωB97M-V/def2-TZVPD) results for 2 unconnected molecules or ions with the total composition C2Cl2O at a distorted geometry.

Calculated values
- energy relative to the best compared isomer or geometry (same formula, charge and spin) (kcal/mol) = 45.33
- orbital gap (eV) = 8.181
- E_tot (eV) = -29162.570

Last column: Mulliken charge in e.
Atoms and positions in Å:
O 2.42680 0.13730 -0.85594  -0.1803
C -1.67039 -0.01322 0.79581  0.0365
Cl -0.94950 -1.37097 0.22000  0.0157
Cl -1.30960 1.43893 0.08768  -0.0249
C 1.50269 -0.19205 -0.24755  0.1531

DFT (ωB97M-V/def2-TZVPD) results for C2Cl3F in the gas phase at a distorted geometry.

Calculated values
- energy relative to the best compared isomer or geometry (same formula, charge and spin) (kcal/mol) = 11.27
- orbital gap (eV) = 9.942
- E_tot (eV) = -42357.321

Last column: Mulliken charge in e.
Atoms and positions in Å:
F -0.49373 -1.04143 1.29578  -0.2185
Cl 1.03432 1.27017 -1.40717  -0.1564
Cl 0.10865 1.64566 1.21870  -0.1285
C 0.23331 0.58733 -0.05885  0.3036
Cl -0.68573 -1.78851 -1.05113  -0.1130
C -0.19682 -0.67322 0.00267  0.3128

DFT (ωB97M-V/def2-TZVPD) results for a molecular structure, C2ClF5 at a distorted geometry.

Calculated values
- energy relative to the best compared isomer or geometry (same formula, charge and spin) (kcal/mol) = 75.47
- orbital gap (spin up / spin down) (eV) = 7.905 / 7.076
- E_tot (eV) = -28176.737
- multiplicity = 3

Last column: Mulliken charge in e.
Atoms and positions in Å:
F -1.42480 -1.11529 0.34680  -0.2277
C 0.04294 0.65714 -0.48549  0.7301
F -0.98222 0.90862 -1.27052  -0.2431
F 0.83198 -1.77708 -0.15286  -0.0471
C -0.18809 -0.56608 0.47456  0.2866
F 0.35073 1.74471 0.28253  -0.2735
F 1.05849 0.55444 -1.25495  -0.2446
Cl 0.31097 -0.40645 2.05992  0.0194

DFT (ωB97M-V/def2-TZVPD) results for a molecular structure, C2ClN2P at a distorted geometry.

Calculated values
- energy relative to the best compared isomer or geometry (same formula, charge and spin) (kcal/mol) = 34.11
- orbital gap (eV) = 9.361
- E_tot (eV) = -26862.818

Last column: Mulliken charge in e.
Atoms and positions in Å:
C 1.26279 -1.22872 -0.03339  -0.0298
N -0.18975 2.42921 0.38816  -0.2574
P -0.70808 -0.18791 -0.85894  0.3287
C -0.37152 1.41093 -0.10895  0.3314
N 2.13649 -1.94956 0.10191  -0.2834
Cl -2.12992 -0.47395 0.51121  -0.0894